# 1
{"formula": "C5H32NO9S", "method": "ωB97M-V/def2-TZVPD", "lumo_ev": -2.57, "gap_ev": 8.457, "total_charge": 1, "elements": ["C", "C", "C", "C", "S", "C", "N", "H", "H", "H", "H", "H", "H", "H", "H", "H", "H", "H", "H", "H", "H", "H", "H", "O", "H", "H", "O", "H", "H", "O", "H", "H", "O", "H", "H", "O", "H", "H", "O", "H", "H", "O", "H", "H", "O", "H", "H", "O"], "coordinates": [[-0.29294, -2.22080, -2.43824], [-0.52893, -0.91956, -1.69341], [-0.48816, -1.06857, -0.18172], [-1.75019, -1.75353, 0.35292], [-3.25318, -0.75439, 0.23862], [-3.07739, 0.34269, 1.65072], [0.55827, 0.03839, -2.11592], [-0.24779, -2.07331, -3.51818], [-1.09089, -2.92312, -2.20938], [0.65480, -2.68269, -2.14846], [-1.45364, -0.45052, -2.01555], [0.38770, -1.64426, 0.13363], [-0.41336, -0.08145, 0.28658], [-1.97630, -2.66848, -0.19654], [-1.60619, -2.09564, 1.37978], [-4.01991, 0.87780, 1.75997], [-2.30599, 1.09739, 1.51334], [-2.88573, -0.20592, 2.57228], [0.38835, 0.35582, -3.06989], [0.60160, 0.88609, -1.53653], [1.49732, -0.39162, -2.02596], [0.17019, 1.44391, 2.20818], [0.47550, 2.94806, 2.33395], [-0.03063, 2.30203, 1.80832], [4.32097, -1.79343, 1.99874], [3.11115, -2.66947, 1.64538], [3.40504, -1.75196, 1.69386], [2.31868, 1.88071, 3.14332], [3.07345, 3.25432, 3.27390], [2.22228, 2.84736, 3.09316], [-3.07928, -5.06726, -1.70901], [-3.85758, -3.80726, -1.73304], [-2.93576, -4.10963, -1.68017], [1.76845, 2.91618, -0.78706], [1.27562, 2.16151, 0.46764], [1.72123, 2.03369, -0.39900], [1.60491, -0.24853, 3.85701], [2.37338, -0.52510, 2.53974], [1.78614, 0.12578, 2.98476], [-1.98587, 2.30445, -3.52568], [-1.25769, 2.42126, -2.18181], [-1.33112, 1.85609, -2.98181], [3.21713, -0.85915, -0.22100], [2.89860, 0.60427, -0.68056], [3.10096, -0.29861, -0.99564], [-0.73855, 2.88693, 0.21392], [-1.38407, 4.16129, -0.46893], [-0.94061, 3.31827, -0.63626]], "forces_ev_per_a": [[0.0506, -0.1103, 0.0544], [0.5770, -0.0390, -0.2008], [-0.4003, 0.0043, 0.2439], [0.0005, -0.1837, 0.0626], [-0.0212, -0.1697, -0.0636], [0.0655, 0.2498, 0.1363], [0.0587, -0.1057, -0.1717], [-0.1873, 0.0516, -0.0106], [-0.0115, -0.0216, -0.1502], [0.0216, 0.0655, 0.1331], [-0.1392, 0.0530, 0.1287], [0.0835, 0.0216, -0.1408], [0.0599, 0.0182, -0.0344], [0.0507, 0.1004, -0.1414], [-0.0017, 0.2539, 0.0873], [-0.0437, -0.0964, -0.0218], [0.1053, -0.0314, -0.0698], [-0.0484, -0.0989, -0.0340], [-0.0598, 0.0108, -0.0082], [-0.0169, -0.0266, 0.0818], [-0.1289, 0.1145, 0.0919], [0.0434, 0.0366, 0.0983], [0.0956, -0.2306, 0.0483], [-0.1278, 0.0159, -0.1617], [-0.0363, 0.0173, -0.0606], [0.0009, 0.0002, 0.0287], [0.0972, -0.0704, -0.0563], [0.1744, 0.0965, 0.0215], [-0.0131, -0.0688, 0.0546], [0.0138, 0.1664, 0.0038], [0.4312, 0.0924, 0.0202], [0.3706, 0.3042, 0.0350], [-0.8985, -0.4572, -0.0638], [-0.0143, -0.0304, 0.0269], [0.1235, -0.0077, -0.2525], [-0.0793, 0.1264, 0.2037], [0.0119, 0.0601, -0.1181], [-0.2709, 0.2125, 0.1636], [0.0764, -0.3059, 0.0066], [0.0180, -0.1189, -0.0952], [-0.0537, -0.1845, -0.1822], [0.0565, 0.2835, 0.2248], [0.1019, 0.0883, 0.1871], [0.1159, -0.3247, 0.1088], [-0.1281, 0.1190, -0.2380], [-0.2681, 0.3278, 0.0379], [0.1116, -0.3483, 0.1633], [0.0327, 0.1400, -0.1773]]}

# 2
{"formula": "C30H54O6S6", "method": "ωB97M-V/def2-TZVPD", "lumo_ev": 0.23, "gap_ev": 8.334, "elements": ["C", "S", "O", "C", "H", "H", "H", "H", "H", "H", "C", "S", "O", "C", "H", "H", "H", "H", "H", "H", "C", "S", "O", "C", "H", "H", "H", "H", "H", "H", "C", "S", "O", "C", "H", "H", "H", "H", "H", "H", "C", "S", "O", "C", "H", "H", "H", "H", "H", "H", "C", "S", "O", "C", "H", "H", "H", "H", "H", "H", "C", "C", "C", "C", "C", "C", "H", "H", "H", "H", "H", "H", "C", "C", "C", "C", "C", "C", "H", "H", "H", "H", "H", "H", "C", "C", "C", "C", "C", "C", "H", "H", "H", "H", "H", "H"], "coordinates": [[-1.92127, 5.03382, -3.85955], [-2.88919, 3.55902, -3.90321], [-2.42491, 2.87650, -5.13303], [-1.98290, 2.76966, -2.53623], [-0.99894, 4.84911, -3.26571], [-2.33389, 5.85425, -3.20174], [-1.92835, 5.47040, -4.79324], [-0.84957, 2.81633, -2.89822], [-2.40293, 1.70251, -2.35228], [-2.15380, 3.07980, -1.51381], [-6.05954, -0.05708, -0.09183], [-4.76299, 0.88691, 0.69394], [-3.77359, 1.11940, -0.50039], [-5.62611, 2.46439, 1.01756], [-6.45446, 0.25146, -0.91946], [-6.93633, -0.30738, 0.55153], [-5.83891, -1.11131, -0.29795], [-5.96222, 2.98541, 0.28541], [-5.11563, 3.07403, 1.52071], [-6.61367, 2.28623, 1.41149], [4.36519, 0.99867, -2.90580], [3.66025, 1.35739, -1.28283], [4.23816, 2.70460, -0.93842], [2.10786, 1.82179, -1.98510], [4.24965, 1.82961, -3.60092], [3.80201, 0.28276, -3.53138], [5.38407, 0.74963, -2.74974], [1.30022, 1.99390, -1.22624], [1.58280, 1.04320, -2.40683], [2.25146, 2.46712, -2.70267], [2.46888, -3.09412, 3.25993], [1.79358, -4.18354, 1.98475], [2.73037, -3.93260, 0.82156], [2.31922, -5.76880, 2.78803], [3.58031, -3.05792, 3.23634], [2.06235, -3.29593, 4.18884], [2.14242, -1.92981, 3.06587], [3.44522, -5.79874, 2.70617], [2.08445, -6.66938, 2.20700], [1.80466, -5.69930, 3.76071], [4.33897, -3.57314, -3.03671], [2.93714, -3.02941, -2.08135], [2.66100, -1.69456, -2.63053], [1.68115, -3.90308, -3.05308], [5.17467, -2.85916, -2.49851], [4.26706, -3.40085, -4.05014], [4.81097, -4.55529, -3.00299], [2.00696, -3.59071, -4.06607], [0.61382, -3.75502, -2.98073], [1.92419, -5.00174, -2.67191], [-0.93539, 6.68108, 2.13718], [0.34497, 5.59102, 1.53693], [0.49521, 4.70207, 2.68561], [-0.49313, 4.76599, 0.14325], [-0.50386, 7.16838, 2.84702], [-1.87998, 6.31806, 2.51452], [-1.26530, 7.65793, 1.51735], [-1.53333, 4.16738, 0.41933], [0.09220, 4.07576, -0.46562], [-0.60827, 5.81923, -0.35116], [-2.10826, -3.91405, -3.79611], [-2.62637, -2.49904, -3.70407], [-3.18869, -2.10577, -2.45287], [-3.26333, -3.01221, -1.38304], [-2.76085, -4.34584, -1.50512], [-2.06584, -4.87837, -2.71753], [-1.57283, -4.10052, -4.81637], [-2.62123, -1.83758, -4.35747], [-3.38235, -1.08608, -2.21828], [-3.46034, -2.56908, -0.36930], [-2.96233, -5.12916, -0.59506], [-1.57515, -5.73819, -2.88548], [-0.63285, 1.16619, 0.50924], [0.56374, 1.28900, 1.33099], [1.70127, 0.45751, 1.23080], [1.54570, -0.71837, 0.48284], [0.28823, -0.75495, -0.38380], [-0.84844, 0.10039, -0.27358], [-1.38242, 2.07611, 0.79435], [0.66967, 2.06100, 2.08476], [2.56258, 0.64792, 2.04369], [2.42257, -1.46010, 0.25444], [0.36497, -1.66003, -0.99192], [-1.60377, -0.00544, -1.11681], [1.65667, -1.57347, 6.44008], [2.80827, -0.76805, 6.49639], [2.95610, 0.37231, 5.71413], [1.96020, 0.75511, 4.67975], [0.74213, -0.03831, 4.64926], [0.63151, -1.22671, 5.48583], [1.42062, -2.55235, 7.10766], [3.64565, -0.84285, 7.11147], [3.80413, 0.84328, 5.62096], [2.07610, 1.43505, 4.09385], [0.13140, 0.29185, 3.93270], [-0.36944, -1.68513, 5.68792]], "forces_ev_per_a": [[0.0530, 1.3124, 4.1539], [-0.1930, -0.4722, 0.8032], [-0.0088, -0.3072, -0.2017], [1.0993, -2.3239, -0.5519], [0.0509, 0.0111, -1.4954], [-0.4359, -0.9595, -0.4603], [0.7661, 0.5217, -2.1924], [-2.3756, -0.4840, 1.0644], [0.9474, 1.4763, -1.1666], [0.0848, 1.1686, 0.0056], [-0.1400, -3.4954, 5.2001], [1.4734, 0.6220, -2.7974], [-1.6932, -0.1431, 2.3133], [-2.9247, -7.4951, -0.0125], [-1.7556, 2.8012, -5.0093], [0.5278, 0.9544, 0.3040], [1.3289, 0.2953, 0.0686], [-1.2308, 2.8693, -6.1890], [4.4220, 4.2832, 4.7185], [-0.0733, -0.6840, 1.3288], [-1.2737, -0.1979, -1.2968], [0.1926, 1.2115, -0.9302], [0.1727, -0.6146, 0.4244], [-2.2605, -2.7928, 4.7792], [0.4506, 0.8925, 0.6815], [0.3659, -0.6376, 1.1457], [0.9271, -0.3424, -0.1280], [1.2389, 0.9886, -0.1223], [-0.4423, -2.6169, -1.4158], [0.7546, 4.1122, -3.2825], [0.3517, 3.5499, -2.0309], [1.5013, 0.1548, -0.5289], [-0.8572, -0.5473, 0.5263], [0.9417, 0.5682, -0.8108], [-0.7433, -0.5424, -0.0180], [-0.6086, -0.6541, 1.9949], [0.5509, -3.0327, 0.0326], [-1.0319, 0.4962, 0.9830], [-0.8376, 0.4726, 0.0771], [0.7591, -0.5779, -0.1637], [3.4596, 0.9729, 3.1868], [-1.7223, -0.7000, -0.4947], [0.5116, 2.2223, 0.0960], [1.8291, -3.0869, 0.5814], [-1.8458, -1.5225, -1.7281], [-0.5165, 1.1707, -2.1913], [-0.6651, -0.3784, 0.8600], [-0.2864, -0.8877, 0.3324], [-0.0515, 0.6731, 0.8555], [-0.6889, 1.6534, -1.6730], [-3.8668, 1.0674, -5.5930], [-0.2047, -0.3642, -0.6582], [0.4691, -1.1072, 0.9663], [-2.6755, 1.1313, 0.4695], [3.0426, 2.5164, 4.9494], [-0.0024, -1.0110, -0.0636], [0.9025, -2.4285, 0.3508], [2.5267, 2.0387, -0.5575], [0.4342, 0.3582, 0.3331], [-0.5724, -2.1818, -0.1717], [0.6762, 1.9331, -0.9969], [-0.4622, -8.7554, 8.6004], [1.5206, -1.7632, -0.8449], [1.3354, -0.9027, 0.2158], [0.1846, -2.4224, 0.5091], [-4.0807, 7.7649, 0.4996], [-1.0405, -0.0895, 2.0174], [0.5496, 5.3877, -6.5304], [-0.4877, 0.7787, -0.2250], [-0.2814, -0.9249, -1.0491], [0.8301, 2.2165, -2.1964], [1.2724, -3.1260, 0.0403], [0.1696, 4.5610, 4.6657], [-0.1567, -0.3336, -1.0047], [-0.2069, -0.5863, 2.3690], [-1.2395, 0.6088, -2.9928], [2.7680, -1.4912, 2.4666], [1.6950, -2.2287, -3.5438], [1.4055, -2.6585, -1.2229], [-0.4940, 0.4582, -0.3467], [-1.7658, -0.5289, -2.4037], [-2.0548, 1.3662, 0.6381], [-0.7867, 0.4985, -0.3037], [0.6154, 0.2001, 1.8211], [-1.6209, -1.0466, -0.3171], [-1.1454, 0.8373, -1.0122], [-6.6306, -1.9644, -3.3251], [-1.8783, -11.1630, 9.8424], [5.2357, -1.2620, 3.4742], [0.0076, 1.7805, 1.2415], [0.9836, 2.6522, -1.5172], [0.9578, -1.1709, 1.4147], [4.6257, 2.5849, 0.3149], [1.4721, 8.1411, -6.6468], [-3.1471, 0.5535, -2.4100], [1.0226, 0.1179, -0.8921]]}

# 3
{"formula": "C2H2O3", "method": "ωB97M-V/def2-TZVPD", "lumo_ev": [0.28, -2.22], "s_squared": 2.009, "gap_ev": [7.318, 9.047], "spin_multiplicity": 3, "elements": ["C", "C", "O", "O", "O", "H", "H"], "coordinates": [[0.17565, -1.43338, 0.78508], [0.52727, 0.09734, -0.23968], [-0.41082, -0.59802, 1.53236], [-0.13625, 0.66378, 0.98308], [-0.30481, 0.19140, -1.31749], [1.38559, 0.86480, -0.67102], [-1.23662, 0.21409, -1.07234]], "forces_ev_per_a": [[2.7529, 0.4716, -4.4995], [-0.4134, 2.2062, -0.7037], [-2.8926, 0.9885, 5.1329], [1.2273, -0.3285, -2.1547], [0.4035, -0.2137, 0.0413], [-0.9664, -2.6838, 1.8916], [-0.1114, -0.4403, 0.2922]]}

Calculated energy above the lowest of the compared OMol25 structures with the same formula, charge and spin in order - 0.0 152.3 621.1 kJ/mol
Calculated largest force on an atom in order - 1.0 15.0 6.0 eV Å⁻¹
Calculated E_tot in order - -36454.0123 -109264.0205 -8238.6596 eV